80
Properties=species:S:1:pos:R:3:forces:R:3 method="wB97M-V/def2-TZVPD" gap_ev="3.383 / 3.388" homo_ha="-0.1295 / -0.1295" relative_energy_kj_mol=313.3 largest_force_ev_per_a=3.0 multiplicity=4
H 1.884 -1.066 5.370 0.1 -0.3 -0.1
H 0.618 0.025 3.459 0.5 -0.1 -0.1
H 4.054 3.463 0.713 -0.2 -0.1 -0.1
C 3.694 2.261 -1.052 -0.1 -0.2 -0.1
H 0.683 4.535 -3.180 -0.1 -0.3 0.1
H -5.461 -1.257 -2.736 0.2 0.1 0.2
Er -0.847 -1.379 0.835 0.2 0.0 0.4
Si -3.011 -1.666 -2.624 0.1 -1.3 1.2
N -0.796 -5.037 2.292 0.3 0.2 0.5
H -1.940 -6.653 1.659 0.3 0.1 -0.1
H -0.362 2.294 1.227 -0.4 0.0 0.2
N 1.586 -0.295 3.453 -0.3 -0.2 -0.2
H -3.656 -0.580 -4.744 0.3 0.0 0.1
H -1.823 5.109 -4.734 0.0 0.2 0.0
C 0.108 -4.157 1.904 -0.7 0.7 -0.2
N 3.510 -0.444 2.159 -0.1 0.5 0.1
H -2.706 -4.095 -3.140 0.0 0.2 0.0
H -2.709 4.778 0.645 0.2 0.0 0.1
C -4.758 -1.551 -1.944 -0.1 0.4 0.0
H 0.037 3.470 -0.928 0.6 -0.1 -0.2
H -0.577 2.878 -6.247 0.1 0.2 0.5
H 3.096 1.143 -2.792 0.1 0.0 0.0
H 0.596 0.722 -3.466 0.9 0.3 0.3
H -0.445 -6.371 0.713 -0.1 0.0 0.2
C 2.779 1.827 -2.014 -0.7 0.1 0.2
O 0.036 -2.929 2.226 0.5 -1.0 0.5
H -1.072 4.350 1.255 -0.1 0.2 -0.1
H -3.125 -3.851 -1.443 0.1 0.2 -0.1
C 4.455 -0.111 3.232 0.1 -0.2 -0.1
H -3.163 2.308 -1.527 0.3 0.0 0.3
H -5.074 -2.541 -1.582 0.3 0.3 -0.1
H -0.540 6.198 -4.156 -0.2 -0.2 -0.1
C 0.429 1.725 -3.036 1.0 1.3 -1.6
C 3.322 3.119 -0.019 -0.5 0.1 -0.3
N -2.052 2.854 0.201 -0.1 -1.1 1.2
C -3.320 2.559 -0.470 -0.1 0.0 -0.2
C 1.995 3.565 0.001 -0.1 -0.3 -0.2
H -0.335 -7.098 2.338 -0.3 0.1 -0.2
H -1.471 -3.566 -1.970 -0.2 0.0 -0.2
C -1.769 4.268 0.418 0.6 0.1 -0.3
Cl -3.087 -2.438 1.259 -0.2 -0.1 0.1
H -1.746 2.010 -5.233 -0.3 -0.2 -0.4
H -1.864 -3.670 3.466 0.0 -0.2 0.0
S 1.349 0.309 0.822 0.9 -0.3 1.1
Cl 0.526 -2.853 -0.734 0.2 -0.1 -0.2
C 1.862 -1.434 4.338 0.1 0.2 0.4
C -0.055 4.161 -3.888 0.8 -0.1 0.6
O -0.914 1.929 -2.931 -2.6 -0.1 1.6
H -2.619 -5.268 3.248 0.2 0.2 0.2
H 1.669 4.234 0.805 0.0 -0.1 -0.4
H 1.081 -2.192 4.229 0.2 0.1 0.0
C 2.192 -0.168 2.248 -0.3 0.0 -1.1
C -2.958 -1.366 -4.434 0.1 0.4 -0.5
H -3.919 3.473 -0.440 -0.1 -0.2 0.1
H 3.962 -0.229 4.200 0.3 0.1 -0.2
H -1.317 4.726 -0.468 -0.2 0.0 0.0
H -4.840 -0.855 -1.102 -0.1 -0.1 -0.2
C -1.370 1.950 0.940 -0.8 0.6 -0.4
H 3.870 -0.372 1.209 -0.2 0.0 0.3
H -3.311 -2.309 -4.881 0.1 0.2 0.2
H 2.827 -1.877 4.081 -0.4 0.0 0.1
H 4.718 1.896 -1.076 -0.1 0.1 -0.2
C -1.676 -4.742 3.425 -0.3 0.1 -0.2
C -2.517 -3.458 -2.269 0.3 0.2 0.3
H -1.218 -5.078 4.367 -0.1 0.0 -0.3
H 4.829 0.920 3.137 -0.2 -0.3 0.0
C -0.689 2.213 -5.383 -0.1 -0.2 0.3
C 1.075 3.129 -0.970 -0.2 -0.1 0.2
Cl -1.596 -0.341 -1.339 -1.5 -0.4 -2.4
H -0.376 5.408 -5.699 0.0 -0.1 -0.1
H -0.187 1.279 -5.665 -0.1 0.0 0.2
C -0.205 2.771 -4.044 1.6 0.0 -0.2
H -1.970 -1.162 -4.852 -0.1 0.1 0.1
O -1.776 0.812 1.273 0.3 0.1 -0.4
H -3.855 1.746 0.027 0.2 0.1 0.0
C 1.413 2.215 -1.988 0.6 0.0 0.2
H 5.300 -0.804 3.156 -0.1 0.2 0.2
C -0.731 5.240 -4.667 -0.2 0.2 -0.2
H 0.889 -4.517 1.219 -0.3 0.2 0.1
C -0.882 -6.370 1.716 0.5 -0.3 0.1